[1]
One molecule with the formula C11H17NO, computed with wB97M-V/def2-TZVPD.

Geometry as XYZ:
```
30
Properties=species:S:1:pos:R:3:mulliken_charge:R:1
C -1.24 -1.01 3.67 -1.21
C -0.05 -0.61 2.76 0.66
O 1.13 -0.69 3.09 -0.61
N -0.44 -0.42 1.43 -0.11
C 0.52 0.36 0.62 -0.88
C 0.04 1.70 0.12 0.42
C 1.23 2.05 -0.73 -1.12
C 1.85 0.94 -1.12 -0.44
C 1.00 -0.23 -0.73 1.55
C 1.90 -1.47 -0.49 -1.79
C -0.16 -0.54 -1.80 -1.03
C -0.82 0.90 -2.06 -1.18
C -1.23 1.59 -0.74 -0.83
H -0.86 -1.32 4.65 0.32
H -1.88 -0.16 3.68 0.33
H -1.62 -1.90 3.19 0.33
H -1.39 -0.28 1.11 0.31
H 1.31 0.62 1.38 0.54
H -0.31 2.41 0.95 0.32
H 1.35 3.10 -1.10 0.32
H 2.68 0.80 -1.80 0.36
H 1.18 -2.29 -0.34 0.38
H 2.55 -1.41 0.38 0.38
H 2.69 -1.69 -1.28 0.35
H -0.88 -1.36 -1.38 0.28
H 0.28 -0.92 -2.72 0.44
H -1.49 1.01 -2.81 0.72
H -0.04 1.45 -2.45 0.46
H -1.45 2.70 -1.02 0.35
H -2.05 1.08 -0.24 0.39
```

Output
Kohn-Sham gap	9.995	eV
SMILES	CC(=O)N[C@@H]1[C@H]2C=C[C@]1(C)CCC2
energy relative to the best compared isomer or geometry (same formula, charge and spin)	134.5	kJ/mol
total energy	-15218.8520	eV
LUMO energy	0.0284	Ha


[2]
One molecule with the formula C11H17NO2, computed with wB97M-V/def2-TZVPD.

Geometry as XYZ:
```
31
Properties=species:S:1:pos:R:3:mulliken_charge:R:1
C -4.28 -0.64 0.08 -1.59
C -2.93 -0.47 0.32 0.83
C -1.76 -0.21 0.54 -0.61
C -0.38 -0.25 1.02 1.14
C -0.07 -0.51 2.44 -1.66
C 0.63 -0.12 0.07 0.40
C 0.41 0.42 -1.34 -1.50
N 0.34 1.84 -1.24 0.19
C -0.93 2.47 -1.09 -0.76
C 1.45 2.55 -1.11 0.23
O 1.45 3.72 -0.86 -0.59
O 1.93 -0.16 0.42 -0.43
C 2.79 -1.21 -0.18 -0.21
C 2.49 -2.68 0.44 -0.98
H -4.45 -1.43 -0.75 0.30
H -4.64 0.36 -0.38 0.29
H -4.87 -0.83 1.01 0.31
H -0.57 -1.45 2.64 0.34
H -0.61 0.15 3.08 0.44
H 0.99 -0.54 2.49 0.38
H 1.20 0.12 -1.92 0.57
H -0.56 0.08 -1.86 0.38
H -0.76 3.58 -0.86 0.32
H -1.57 2.31 -1.92 0.30
H -1.46 1.94 -0.09 0.19
H 2.39 1.97 -1.31 0.29
H 2.78 -1.20 -1.35 0.23
H 3.79 -0.79 0.11 0.34
H 2.30 -3.32 -0.38 0.33
H 3.34 -3.09 1.00 0.27
H 1.58 -2.60 0.99 0.28
```

Output
Kohn-Sham gap	8.696	eV
SMILES	CC#C/C(C)=C(\CN(C)C=O)OCC
energy relative to the best compared isomer or geometry (same formula, charge and spin)	439.3	kJ/mol
total energy	-17263.7388	eV
LUMO energy	0.0256	Ha


[3]
A 2-piece molecular cluster, C11H17NO2 overall, computed with wB97M-V/def2-TZVPD.

Geometry as XYZ:
```
31
Properties=species:S:1:pos:R:3:mulliken_charge:R:1
C 3.45 -0.77 -0.89 -1.28
C 2.25 0.15 -0.63 -0.50
C 1.10 0.08 -1.60 0.61
C 0.47 -1.12 -1.85 -0.43
C -0.61 -1.20 -2.74 -0.63
C -1.07 -0.01 -3.29 0.76
O -2.27 0.04 -3.94 -0.53
C -0.50 1.21 -2.99 -0.63
C 0.60 1.27 -2.13 -0.43
H 4.32 -0.36 -0.39 0.38
H 3.64 -0.79 -1.97 0.34
H 3.24 -1.78 -0.57 0.32
H 1.91 -0.04 0.40 -0.01
H 2.62 1.17 -0.53 0.42
H 0.86 -2.07 -1.50 0.33
H -1.00 -2.16 -3.06 0.31
H -2.73 -0.80 -4.05 0.29
H -0.73 2.08 -3.60 0.36
H 0.96 2.24 -1.82 0.32
C -0.23 -0.61 2.92 -1.24
C -0.70 0.85 2.92 -0.08
C -2.13 1.07 3.39 0.32
N -3.07 0.10 3.26 -0.34
O -2.46 2.21 3.66 -0.62
H -0.80 -1.21 3.63 0.44
H 0.82 -0.77 3.16 0.33
H -0.43 -1.04 1.93 0.26
H -0.05 1.38 3.60 0.26
H -0.60 1.37 1.97 0.26
H -4.03 0.39 3.34 0.23
H -2.87 -0.88 3.36 0.18
```

Output
Kohn-Sham gap	9.075	eV
SMILES	CCc1ccc(O)cc1.CCC(N)=O
energy relative to the best compared isomer or geometry (same formula, charge and spin)	42.9	kJ/mol
total energy	-17267.8475	eV
LUMO energy	0.0241	Ha


[4]
C11H17NO3PdS3 as an isolated structure, computed with wB97M-V/def2-TZVPD.

Geometry as XYZ:
```
36
Properties=species:S:1:pos:R:3:mulliken_charge:R:1
Pd 0.46 -0.27 0.32 0.54
O 1.02 0.91 -1.46 -0.61
N 0.88 2.21 -1.47 0.59
C 1.23 2.88 -2.59 -0.18
C 1.09 4.24 -2.65 -0.60
C 0.58 4.95 -1.56 -0.25
C 0.23 4.26 -0.42 -0.76
C 0.39 2.87 -0.37 0.81
S 0.01 1.98 1.03 -0.09
H 1.61 2.27 -3.39 0.47
H 1.37 4.76 -3.56 0.44
H 0.46 6.03 -1.61 0.44
H -0.18 4.77 0.44 0.43
C 0.90 -2.50 3.60 -0.98
O 1.25 -1.77 2.39 -0.27
C 2.53 -1.49 2.17 0.58
S 3.77 -1.88 3.23 0.13
S 2.88 -0.64 0.75 -0.12
H -0.18 -2.57 3.61 0.24
H 1.25 -1.97 4.48 0.47
H 1.34 -3.50 3.56 0.43
C 0.28 -2.44 -1.90 -1.17
C -1.16 -2.45 -1.43 -0.17
O -1.28 -1.69 -0.21 -0.26
C -2.63 -1.44 0.21 -0.21
C -2.61 -0.48 1.39 -1.00
H 0.40 -3.11 -2.75 0.43
H 0.94 -2.81 -1.11 0.24
H 0.58 -1.44 -2.22 0.23
H -1.48 -3.48 -1.22 0.33
H -1.83 -2.04 -2.19 0.40
H -3.09 -2.39 0.49 0.33
H -3.20 -1.02 -0.63 0.39
H -1.79 -0.74 2.06 0.15
H -3.53 -0.55 1.96 0.43
H -2.51 0.55 1.06 0.15
```

Output
Kohn-Sham gap (spin up / spin down)	9.360 / 6.028	eV
total energy	-55280.4159	eV
charge	+2
LUMO energy (spin up / spin down)	-0.2394 / -0.3661	Ha
spin multiplicity	5


[5]
A 2-piece molecular cluster, C11H18 overall, computed with wB97M-V/def2-TZVPD.

Geometry as XYZ:
```
29
Properties=species:S:1:pos:R:3:mulliken_charge:R:1
C -2.14 1.94 0.44 -1.29
C -0.66 2.03 0.72 0.25
C 0.29 1.67 -0.23 0.14
C 1.63 1.96 -0.07 -0.75
C 2.08 2.56 1.10 -0.33
C 1.17 2.78 2.12 -0.54
C -0.17 2.50 1.93 -0.29
H -2.71 2.59 1.11 0.44
H -2.42 0.89 0.47 0.20
H -2.37 2.35 -0.54 0.33
H 0.06 1.00 -1.05 0.31
H 2.29 1.46 -0.77 0.38
H 3.14 2.62 1.32 0.34
H 1.40 2.96 3.16 0.33
H -0.88 2.66 2.74 0.36
C -0.68 -1.83 0.26 -1.39
C 0.40 -2.23 -0.75 0.99
C 0.24 -3.69 -1.06 -1.63
C 0.19 -1.34 -2.01 -1.34
H -1.61 -1.42 -0.12 0.28
H -0.41 -1.04 0.97 0.31
H -0.92 -2.69 0.88 0.40
H 1.39 -1.96 -0.37 0.26
H -0.76 -3.91 -1.41 0.39
H 0.94 -4.10 -1.80 0.37
H 0.38 -4.36 -0.20 0.40
H -0.65 -1.78 -2.55 0.40
H -0.26 -0.44 -1.64 0.32
H 1.05 -1.16 -2.66 0.36
```

Output
Kohn-Sham gap	10.011	eV
SMILES	Cc1ccccc1.CC(C)C
energy relative to the best compared isomer or geometry (same formula, charge and spin)	99.5	kJ/mol
total energy	-11698.2486	eV
LUMO energy	0.0370	Ha


[6]
A 2-piece molecular cluster, C11H18 overall, computed with wB97M-V/def2-TZVPD.

Geometry as XYZ:
```
29
Properties=species:S:1:pos:R:3:mulliken_charge:R:1
C 2.26 0.67 -1.29 -1.38
C 1.47 0.29 -0.07 0.15
C 1.55 -1.16 0.32 0.84
C 1.11 -1.57 1.59 -0.72
C 1.18 -2.89 1.97 -0.34
C 1.57 -3.89 1.06 -0.50
C 1.89 -3.49 -0.23 -0.53
C 1.90 -2.13 -0.60 -0.35
H 1.96 1.66 -1.66 0.36
H 2.24 0.05 -2.18 0.36
H 3.33 0.83 -1.08 0.32
H 1.76 0.97 0.74 0.38
H 0.42 0.57 -0.27 -0.18
H 0.95 -0.83 2.38 0.34
H 0.88 -3.28 2.93 0.35
H 1.59 -4.92 1.40 0.38
H 2.03 -4.29 -0.94 0.34
H 2.19 -2.00 -1.62 0.18
C -2.99 2.57 1.06 -1.13
C -2.33 1.95 -0.17 0.08
C -2.86 2.35 -1.57 -1.21
H -3.46 3.53 0.86 0.31
H -2.19 2.70 1.79 0.31
H -3.78 1.92 1.45 0.29
H -1.27 2.22 -0.14 0.07
H -2.39 0.86 -0.09 0.31
H -2.58 3.38 -1.77 0.32
H -2.47 1.64 -2.31 0.33
H -3.95 2.30 -1.59 0.33
```

Output
Kohn-Sham gap	9.911	eV
SMILES	CCc1ccccc1.CCC
energy relative to the best compared isomer or geometry (same formula, charge and spin)	70.3	kJ/mol
total energy	-11698.5513	eV
LUMO energy	0.0339	Ha


[7]
A 2-piece molecular cluster, C11H18 overall, computed with wB97M-V/def2-TZVPD.

Geometry as XYZ:
```
29
Properties=species:S:1:pos:R:3:mulliken_charge:R:1
C -1.63 0.84 -2.77 -1.22
C -1.26 0.91 -1.28 -0.61
C 0.22 0.97 -1.03 0.44
C 1.04 -0.14 -1.09 -0.17
C 2.37 -0.02 -0.71 -0.63
C 2.86 1.14 -0.18 -0.33
C 2.05 2.30 -0.18 -0.57
C 0.80 2.22 -0.73 -0.37
H -2.62 1.26 -2.94 0.35
H -1.66 -0.18 -3.14 0.34
H -0.95 1.44 -3.37 0.35
H -1.78 1.70 -0.76 0.50
H -1.69 0.06 -0.79 0.03
H 0.58 -1.11 -1.28 0.40
H 3.05 -0.83 -0.96 0.37
H 3.87 1.28 0.16 0.36
H 2.49 3.24 0.07 0.37
H 0.15 3.07 -0.91 0.38
C -2.60 -1.54 2.11 -1.26
C -1.15 -1.95 2.10 0.22
C -0.91 -3.23 2.94 -1.16
H -3.00 -1.36 3.10 0.38
H -2.81 -0.64 1.51 0.30
H -3.27 -2.25 1.61 0.33
H -0.64 -2.10 1.15 0.02
H -0.61 -1.16 2.59 0.25
H -1.86 -3.72 3.13 0.31
H -0.39 -4.04 2.42 0.36
H -0.41 -3.05 3.89 0.26
```

Output
Kohn-Sham gap	9.943	eV
SMILES	CCc1ccccc1.CCC
energy relative to the best compared isomer or geometry (same formula, charge and spin)	81.7	kJ/mol
total energy	-11698.4334	eV
LUMO energy	0.0356	Ha


[8]
A 2-piece molecular cluster, C11H18 overall, computed with wB97M-V/def2-TZVPD.

Geometry as XYZ:
```
29
Properties=species:S:1:pos:R:3:mulliken_charge:R:1
C -0.18 -1.28 2.75 -1.23
C 0.54 -0.71 1.54 0.25
C -0.20 -1.23 0.39 0.27
C -1.49 -0.64 0.20 -0.29
C -2.04 -0.73 -1.03 -0.43
C -1.47 -1.50 -2.02 -0.47
C -0.28 -2.13 -1.82 -0.57
C 0.35 -1.92 -0.62 -0.22
H -0.79 -0.70 3.44 0.35
H 0.73 -1.82 3.21 0.33
H -0.75 -2.25 2.35 0.30
H 0.43 0.48 1.57 -0.41
H 1.73 -0.85 1.50 0.51
H -1.83 0.13 0.93 0.30
H -3.06 -0.21 -1.02 0.24
H -1.96 -1.61 -2.94 0.47
H 0.15 -2.83 -2.52 0.39
H 1.43 -2.28 -0.53 0.20
C 0.21 2.96 -1.00 -1.14
C 1.71 2.98 -0.37 -0.28
C 1.89 2.45 1.05 -0.91
H -0.31 3.79 -0.75 0.44
H -0.57 2.17 -0.82 0.16
H 0.16 2.78 -2.01 0.40
H 2.40 2.37 -0.83 0.28
H 1.95 4.01 -0.57 0.32
H 2.95 2.32 1.20 0.37
H 1.82 3.34 1.86 0.25
H 1.30 1.59 1.50 0.13
```

Output
Kohn-Sham gap	9.760	eV
SMILES	CCc1ccccc1.CCC
energy relative to the best compared isomer or geometry (same formula, charge and spin)	356.6	kJ/mol
total energy	-11695.5839	eV
LUMO energy	0.0352	Ha


Q: Among the records above, which one has the highest total energy?
A: number 8